Below is a single C28H28N4O6 molecule in a non-equilibrium geometry, with properties calculated with ωB97M-V/def2-TZVPD.

Each line ends with the Mulliken charge.
Atoms and positions in Å:
1 C 5.151 2.313 -0.088  -0.992
2 N 3.977 2.172 0.736  0.293
3 C 3.307 3.247 1.198  0.168
4 O 3.660 4.461 1.034  -0.761
5 C 2.087 2.763 1.970  0.008
6 C 0.767 3.282 1.367  -0.535
7 C 0.634 4.793 1.445  0.631
8 C 0.404 5.529 0.279  -0.424
9 C 0.394 6.922 0.338  -0.554
10 C 0.564 7.572 1.566  -0.461
11 C 0.735 6.829 2.732  -0.663
12 C 0.754 5.434 2.685  -0.251
13 N 2.225 1.306 1.921  0.536
14 C 1.313 0.543 2.582  0.530
15 C 1.168 -0.804 2.521  -0.693
16 C 0.513 -1.703 3.462  0.929
17 O -1.019 -1.760 4.044  -0.616
18 C -1.479 -1.767 5.308  1.143
19 C -0.803 -2.403 6.354  -0.318
20 C -1.449 -2.706 7.520  -0.532
21 C -2.767 -2.316 7.796  -0.619
22 C -3.411 -1.572 6.804  -0.287
23 C -2.765 -1.280 5.604  -0.543
24 N -3.612 -0.852 4.527  0.982
25 O -3.260 -0.938 3.339  -0.526
26 O -4.751 -0.430 4.865  -0.660
27 C 0.631 -3.195 3.078  0.406
28 C -0.238 -4.183 3.563  -0.132
29 C -0.009 -5.541 3.400  -0.672
30 C 1.114 -6.020 2.691  -0.159
31 N 1.348 -7.423 2.604  0.934
32 O 2.344 -7.854 1.976  -0.582
33 O 0.503 -8.150 3.194  -0.573
34 C 1.985 -5.059 2.143  -0.881
35 C 1.772 -3.688 2.362  -0.305
36 C 3.380 0.871 1.073  0.317
37 C 2.940 0.178 -0.216  -1.625
38 C 4.402 0.032 1.844  -1.532
39 H 5.344 3.374 -0.249  0.375
40 H 6.021 1.862 0.397  0.294
41 H 5.004 1.825 -1.055  0.325
42 H 2.173 3.137 3.015  0.196
43 H 0.716 2.955 0.309  0.238
44 H -0.059 2.788 1.916  0.447
45 H 0.274 4.989 -0.668  0.312
46 H 0.258 7.489 -0.577  0.373
47 H 0.561 8.657 1.610  0.369
48 H 0.863 7.316 3.696  0.367
49 H 0.888 4.824 3.584  0.337
50 H 0.602 1.076 3.220  0.600
51 H 1.837 -1.406 1.893  -0.942
52 H 0.798 -1.466 4.714  0.223
53 H 0.207 -2.766 6.204  0.395
54 H -0.927 -3.281 8.280  0.357
55 H -3.276 -2.553 8.757  0.351
56 H -4.430 -1.262 6.969  0.451
57 H -1.134 -3.869 4.074  0.540
58 H -0.696 -6.247 3.823  0.502
59 H 2.835 -5.422 1.566  0.452
60 H 2.563 -3.061 1.951  0.193
61 H 2.383 0.876 -0.857  0.359
62 H 3.833 -0.148 -0.760  0.488
63 H 2.318 -0.696 0.000  0.336
64 H 4.892 0.646 2.612  0.403
65 H 3.925 -0.831 2.319  0.216
66 H 5.167 -0.325 1.147  0.459

Values from the calculation:
SMILES string: CN1C(=O)[C@@H](Cc2ccccc2)N(/C=C/[C@@H](Oc2ccccc2[N+](=O)[O-])c2ccc([N+](=O)[O-])cc2)C1(C)C
E_tot: -47727.12209 eV
Relative energy (zero: lowest compared OMol25 entry of this formula, charge and spin): 885.63 kJ/mol
Highest occupied orbital energy: -8.59 eV
HOMO-LUMO gap: 7.375 eV